# 1
C34H43AsCl2N7O2SeTi as an isolated structure at a distorted geometry. Source: the Open Molecules 2025 dataset; level of theory: ωB97M-V/def2-TZVPD.

Values from the calculation:
highest occupied orbital energy (spin up / spin down): -8.47 / -9.84 eV
multiplicity: 3
energy relative to the best compared isomer or geometry (same formula, charge and spin): 0.407 eV
E: -8262.095537 Eh
F_max: 2.860 eV/Å
charge: +1

CARTESIAN COORDINATES (ANGSTROEM)
Ti  2.082  0.812  1.046
N  0.917  -2.685  3.259
C  1.209  -1.969  2.200
N  1.101  -0.683  2.153
C  0.316  -0.111  3.199
N  -0.136  1.099  3.057
N  0.435  1.608  1.922
C  0.058  2.728  1.347
C  0.679  3.053  0.130
C  0.632  4.353  -0.458
C  1.456  4.605  -1.540
C  2.157  3.534  -2.148
C  2.158  2.288  -1.572
N  1.476  2.059  -0.415
C  -0.058  -0.782  4.403
C  -0.483  -0.175  5.621
C  -0.379  -0.901  6.813
C  0.132  -2.219  6.823
C  0.472  -2.826  5.630
C  0.460  -2.081  4.452
H  1.134  -3.686  3.275
H  1.633  -2.459  1.315
H  -0.705  3.374  1.762
H  -0.120  5.056  -0.145
H  1.531  5.643  -1.929
H  2.566  3.642  -3.144
H  2.803  1.486  -1.943
H  -0.821  0.851  5.579
H  -0.774  -0.481  7.749
H  0.206  -2.800  7.736
H  0.832  -3.829  5.558
C  -3.412  -4.454  -0.349
C  -2.923  -3.008  -0.343
C  -3.492  -2.121  0.845
C  -2.714  -0.831  1.011
N  -2.682  -0.077  -0.265
C  -1.635  -0.065  -1.191
Se  -0.070  -0.968  -1.090
N  -1.986  0.774  -2.209
C  -1.280  0.882  -3.528
C  -2.262  0.622  -4.652
C  -1.754  -0.353  -5.712
C  -1.101  0.357  -6.932
C  -3.281  1.276  -2.001
C  -4.118  2.156  -2.738
C  -5.416  2.310  -2.241
C  -5.871  1.659  -1.089
C  -4.998  0.912  -0.267
C  -3.711  0.725  -0.807
H  -3.594  -4.774  -1.398
H  -4.320  -4.559  0.223
H  -2.682  -5.134  0.114
H  -3.222  -2.581  -1.312
H  -1.810  -2.966  -0.323
H  -3.477  -2.655  1.815
H  -4.573  -1.954  0.694
H  -1.654  -1.072  1.157
H  -3.182  -0.179  1.805
H  -0.447  0.157  -3.428
H  -0.875  1.887  -3.529
H  -2.432  1.613  -5.149
H  -3.233  0.349  -4.227
H  -2.588  -1.002  -6.045
H  -1.017  -1.019  -5.256
H  -1.838  0.899  -7.483
H  -0.607  -0.384  -7.596
H  -0.391  1.139  -6.603
H  -3.883  2.612  -3.701
H  -6.146  2.920  -2.736
H  -6.855  1.931  -0.823
H  -5.257  0.547  0.719
Cl  6.667  2.175  2.173
C  5.045  2.340  3.115
Cl  4.890  4.041  3.717
C  3.908  1.757  2.335
O  3.422  0.617  2.703
O  3.372  2.377  1.347
H  5.283  1.776  4.027
C  5.439  0.015  -0.648
As  3.946  -1.084  -0.096
C  4.903  -2.087  1.246
C  3.715  -2.284  -1.642
H  6.132  0.190  0.204
H  5.086  0.987  -1.025
H  5.902  -0.589  -1.429
H  5.961  -2.177  1.040
H  4.498  -3.139  1.464
H  4.828  -1.585  2.230
H  4.499  -2.141  -2.413
H  2.801  -1.975  -2.148
H  3.521  -3.291  -1.298

# 2
C34H43Cl4N5OSY as an isolated structure at a distorted geometry. Source: the Open Molecules 2025 dataset; level of theory: ωB97M-V/def2-TZVPD.

Values from the calculation:
highest occupied orbital energy: -10.33 eV
energy relative to the best compared isomer or geometry (same formula, charge and spin): 0.171 eV
E: -3947.653016 Eh
F_max: 1.769 eV/Å
charge: +1

CARTESIAN COORDINATES (ANGSTROEM)
Y  0.009  -0.081  -0.490
N  -0.846  2.420  -0.811
C  -1.254  3.420  0.202
C  -0.061  3.986  0.976
C  0.153  3.412  2.375
C  0.849  2.068  2.443
N  0.034  0.953  1.879
H  -0.249  2.896  -1.484
H  -1.667  2.135  -1.343
H  -1.959  2.935  0.879
H  -1.800  4.232  -0.279
H  -0.183  5.065  1.063
H  0.849  3.834  0.381
H  -0.810  3.349  2.898
H  0.760  4.108  2.957
H  1.095  1.845  3.482
H  1.791  2.120  1.895
H  -0.924  1.060  2.202
H  0.357  0.083  2.302
Cl  -2.184  -1.022  1.048
C  -3.646  -1.108  0.058
C  -4.775  -1.578  0.702
C  -5.948  -1.684  -0.022
C  -5.958  -1.326  -1.361
C  -4.805  -0.864  -1.972
Cl  -4.907  -0.447  -3.648
C  -3.587  -0.731  -1.282
S  -2.142  -0.148  -2.085
H  -4.731  -1.858  1.746
H  -6.849  -2.048  0.454
H  -6.863  -1.407  -1.947
Cl  0.993  -0.941  -3.222
C  0.205  -1.629  -4.699
Cl  -1.089  -2.757  -4.420
H  1.013  -2.137  -5.208
H  -0.165  -0.782  -5.261
C  3.418  -0.298  2.672
C  3.375  -1.788  2.347
C  2.274  -2.479  3.155
C  3.322  -2.189  0.870
C  4.481  -2.689  0.295
C  4.457  -3.346  -0.930
C  3.228  -3.638  -1.486
C  2.028  -3.180  -0.929
C  0.747  -3.857  -1.432
C  -0.579  -3.346  -0.879
C  0.840  -5.351  -1.083
C  2.116  -2.283  0.141
O  1.054  -1.493  0.507
H  3.570  -0.150  3.744
H  2.479  0.185  2.411
H  4.233  0.213  2.154
H  4.323  -2.199  2.701
H  1.285  -2.119  2.864
H  2.408  -2.289  4.221
H  2.293  -3.559  2.998
H  5.413  -2.604  0.846
H  5.371  -3.708  -1.383
H  3.175  -4.279  -2.361
H  0.726  -3.780  -2.523
H  -0.565  -3.389  0.210
H  -1.406  -3.964  -1.236
H  -0.822  -2.330  -1.193
H  0.863  -5.482  0.002
H  1.738  -5.812  -1.492
H  -0.027  -5.888  -1.473
C  4.220  1.773  -0.704
C  3.016  1.144  -0.442
N  1.970  1.221  -1.271
C  2.109  1.924  -2.405
C  3.282  2.554  -2.773
C  4.354  2.479  -1.883
C  3.376  3.259  -4.074
C  4.372  3.135  -4.942
C  5.542  2.227  -4.823
C  5.434  0.916  -4.388
C  6.600  0.177  -4.327
N  7.785  0.678  -4.668
C  7.775  1.941  -5.089
N  6.716  2.744  -5.190
H  5.038  1.687  -0.001
H  2.884  0.539  0.444
H  1.248  1.958  -3.064
H  5.286  2.976  -2.127
H  2.564  3.938  -4.317
H  4.371  3.753  -5.833
H  4.480  0.483  -4.115
H  6.585  -0.856  -3.995
H  8.729  2.363  -5.383

# 3
An isolated ion of composition C34H43N2O3 and charge -1 at a distorted geometry. Source: the Open Molecules 2025 dataset; level of theory: ωB97M-V/def2-TZVPD.

Values from the calculation:
highest occupied orbital energy: -2.92 eV
energy relative to the best compared isomer or geometry (same formula, charge and spin): 0.369 eV
E: -1656.591934 Eh
F_max: 2.352 eV/Å
SMILES: CCOC(=O)[C@H](/N=C/c1ccccc1)[C@H](c1ccc(N(C)C)cc1)c1cc(C(C)(C)C)c([O-])c(C(C)(C)C)c1
charge: -1

CARTESIAN COORDINATES (ANGSTROEM)
C  0.152  -7.149  -0.171
N  0.490  -6.119  0.796
C  0.657  -6.562  2.169
C  0.568  -4.803  0.443
C  1.008  -3.800  1.358
C  1.053  -2.468  0.970
C  0.514  -2.048  -0.259
C  0.527  -0.558  -0.666
C  0.276  0.359  0.542
C  0.886  1.627  0.593
C  0.575  2.538  1.577
C  0.996  4.019  1.509
C  -0.237  4.924  1.650
C  1.685  4.341  0.189
C  1.965  4.329  2.658
C  -0.170  2.074  2.753
O  -0.455  2.859  3.696
C  -0.579  0.666  2.798
C  -1.066  0.076  4.140
C  -0.009  0.318  5.232
C  -1.293  -1.431  4.035
C  -2.375  0.743  4.582
C  -0.543  -0.038  1.610
C  0.009  -3.026  -1.113
C  0.183  -4.382  -0.855
H  0.958  -7.287  -0.910
H  0.031  -8.085  0.389
H  -0.773  -6.910  -0.710
H  -0.034  -6.043  2.849
H  0.438  -7.637  2.188
H  1.684  -6.413  2.527
H  1.348  -4.075  2.359
H  1.484  -1.744  1.667
H  1.561  -0.328  -0.985
H  1.585  1.897  -0.202
H  -0.703  4.752  2.624
H  0.051  5.979  1.570
H  -0.966  4.692  0.864
H  2.603  3.750  0.075
H  1.020  4.143  -0.660
H  1.964  5.405  0.160
H  2.839  3.670  2.593
H  2.292  5.374  2.603
H  1.462  4.156  3.615
H  0.135  1.389  5.392
H  -0.342  -0.141  6.172
H  0.945  -0.132  4.936
H  -2.107  -1.670  3.340
H  -0.379  -1.942  3.707
H  -1.561  -1.826  5.025
H  -3.162  0.567  3.842
H  -2.700  0.334  5.546
H  -2.220  1.819  4.687
H  -1.119  -0.960  1.487
H  -0.527  -2.747  -2.012
H  -0.034  -5.087  -1.654
C  1.091  -3.556  -4.984
C  0.690  -2.122  -4.830
O  0.633  -1.823  -3.409
C  0.051  -0.620  -3.241
C  -0.362  -0.227  -1.808
N  -0.725  1.189  -1.938
C  -0.137  2.236  -2.319
C  -0.749  3.205  -3.261
C  -0.483  4.583  -3.165
C  -1.090  5.480  -4.046
C  -1.925  5.014  -5.069
C  -2.207  3.639  -5.153
C  -1.642  2.742  -4.232
O  -0.158  0.080  -4.220
H  1.139  -3.772  -6.053
H  2.075  -3.757  -4.554
H  0.350  -4.243  -4.562
H  1.395  -1.410  -5.274
H  -0.315  -1.971  -5.241
H  -1.348  -0.710  -1.643
H  0.901  2.516  -2.022
H  0.197  4.932  -2.378
H  -0.902  6.552  -3.935
H  -2.368  5.721  -5.779
H  -2.859  3.259  -5.937
H  -1.838  1.672  -4.269